# 1
ORCA calculation (ωB97M-V with the def2-TZVPD basis set) on the molecule C4H6N2O2 in a non-equilibrium geometry.

XYZ file:
```
14
Properties=species:S:1:pos:R:3:forces:R:3:nbo_charge:R:1
C 0.7671 -0.5787 -1.0849 2.6 0.8 1.3 -0.41
C 1.3756 -0.9997 0.2744 1.0 2.5 0.6 -0.40
C 0.2402 1.5395 0.6946 -2.9 -3.3 -2.9 -0.08
C 0.3402 0.1221 0.2051 0.4 0.5 -2.5 -0.02
N -0.9651 -0.1192 0.7596 3.2 1.9 2.1 -0.26
N -2.0193 0.0159 -0.0723 -1.7 -0.2 -0.4 0.59
O -2.1272 0.7925 -1.0015 0.8 0.3 0.0 -0.41
O -2.8807 -0.7566 0.2802 -1.0 -0.4 -0.4 -0.36
H 1.4516 -0.2372 -1.8829 -0.2 0.8 1.1 0.24
H 0.1442 -1.2181 -1.6018 -1.9 -1.5 -0.2 0.23
H 1.0158 -1.7880 0.8568 -0.9 -1.5 0.2 0.23
H 2.4175 -0.7695 0.7050 -1.5 0.1 -1.5 0.23
H 0.7395 1.7263 1.5552 1.1 0.7 2.8 0.19
H -0.4993 2.2707 0.3126 0.9 -0.7 -0.2 0.24
```
Forces are in eV/Å.

The calculation puts the HOMO energy (alpha / beta) at -0.3622 / -0.3623 Eh. The energy above the lowest of the compared OMol25 structures with the same formula, charge and spin is 8.636 eV. The calculation puts the electronic energy at -415.723251 Ha. The calculation puts the gap between HOMO and LUMO (alpha / beta) at 8.57 / 8.58 eV. Its charge is 0.


# 2
ORCA calculation (ωB97M-V with the def2-TZVPD basis set) on the molecule C2H3NO2 in a non-equilibrium geometry.

XYZ file:
```
8
Properties=species:S:1:pos:R:3:forces:R:3:nbo_charge:R:1
N 0.6831 1.9035 -0.3036 -0.2 -0.6 0.2 -0.62
C 0.2227 0.7358 -0.2751 0.1 0.3 0.1 0.36
O 0.0085 0.1206 0.9813 -0.3 -0.8 0.4 -0.50
C -0.3979 -1.1883 0.8769 -0.3 -1.4 -2.7 0.54
O -0.5068 -1.7313 -0.2075 0.4 0.9 -2.1 -0.60
H 0.7726 2.2126 -1.2743 -0.1 -0.1 0.3 0.36
H -0.0528 0.0983 -1.1136 0.1 0.1 0.2 0.19
H -0.7295 -2.1513 1.3158 0.3 1.7 3.7 0.27
```
Forces are in eV/Å.

The calculation puts the HOMO energy at -0.3777 Eh. The energy above the lowest of the compared OMol25 structures with the same formula, charge and spin is 2.581 eV. The calculation puts the electronic energy at -283.163142 Ha. The calculation puts the gap between HOMO and LUMO at 11.22 eV. The SMILES is [H]/N=C/OC=O. Its charge is 0.


# 3
ORCA calculation (ωB97M-V with the def2-TZVPD basis set) on the ion C7H11N5 with charge +2 in a non-equilibrium geometry.

XYZ file:
```
23
Properties=species:S:1:pos:R:3:forces:R:3:nbo_charge:R:1
C -3.5520 -1.1354 0.1550 -0.5 0.1 -0.4 0.28
C -3.5589 1.0297 0.0409 -1.0 -2.9 0.8 0.79
C -1.5141 0.3174 -0.2005 -2.0 -5.5 0.7 0.72
C 0.4786 -1.0523 -0.4524 0.3 -1.9 1.3 -0.25
C 0.6497 1.2967 -0.7159 0.5 1.8 -1.0 -0.27
C 1.5458 -1.0943 0.6767 -2.7 0.3 -1.0 -0.24
C 1.7690 1.3122 0.2972 1.3 1.8 -1.4 -0.26
N -4.4175 0.1794 0.2338 1.3 1.5 -0.5 -0.35
N -2.3480 1.2526 -0.0754 -0.2 2.8 -0.3 -0.49
N -2.3379 -1.2755 -0.0194 1.9 3.6 -0.3 -0.38
N -0.2481 0.1822 -0.3413 1.9 1.5 -2.6 -0.39
N 2.4934 0.0038 0.3336 3.5 -0.3 2.3 -0.54
H -4.2075 -1.9842 0.1341 -0.6 -0.2 0.4 0.28
H 0.9538 -1.3255 -1.4030 -0.4 0.9 -0.3 0.25
H -0.2086 -1.8440 -0.2393 -0.3 -0.6 0.1 0.29
H 0.0856 2.2457 -0.7876 0.3 -0.4 0.8 0.28
H 1.1831 1.3589 -1.7506 -1.4 -1.4 1.2 0.27
H 0.8859 -0.9769 1.6189 2.2 0.0 -0.9 0.27
H 2.0354 -2.0280 0.5131 0.5 -0.7 0.8 0.26
H 2.4720 2.1412 0.0615 -0.2 -0.8 -0.3 0.28
H 1.4819 1.5966 1.2739 -0.7 -0.4 1.3 0.25
H 3.2298 0.1019 1.1780 -1.7 -0.3 -2.3 0.48
H 3.1289 -0.3021 -0.5312 -1.9 1.2 1.9 0.48
```
Forces are in eV/Å.

The calculation puts the HOMO energy at -0.6734 Eh. The energy above the lowest of the compared OMol25 structures with the same formula, charge and spin is 4.837 eV. The calculation puts the electronic energy at -546.314464 Ha. The calculation puts the gap between HOMO and LUMO at 9.49 eV. The SMILES is c1ncnc(N2CC[NH2+]CC2)[n+]#1. Its charge is +2.


# 4
ORCA calculation (ωB97M-V with the def2-TZVPD basis set) on a structure of composition C23H43N2OP3SeTl in a non-equilibrium geometry.

XYZ file:
```
74
Properties=species:S:1:pos:R:3:forces:R:3:mulliken_charge:R:1
Tl 1.4671 -2.9967 -4.5752 1.8 0.9 0.2 0.72
P 0.7717 1.9997 1.5861 0.4 1.5 0.9 0.83
P -2.5684 0.9035 -0.0018 -0.6 0.2 -0.2 0.65
P 2.2093 0.5217 -0.0064 2.2 0.9 0.2 0.94
H -1.1555 -3.4717 -5.9274 0.3 -0.1 0.3 0.37
C -0.5348 -4.2807 -5.5295 -0.9 -1.1 1.5 -0.63
C -0.5256 -4.5795 -4.1772 -1.2 -0.4 -2.3 -0.53
H -1.0763 -3.9283 -3.4974 0.0 -0.2 -0.1 0.32
C 0.6727 3.7070 0.9054 0.1 -0.7 -1.1 -1.13
C -0.7107 2.0503 2.6746 -0.8 -1.1 -0.3 -0.82
C 2.0755 2.2735 2.8469 0.5 -0.8 -0.3 -1.39
C -3.2878 0.0164 -1.4493 0.3 -0.3 0.1 -1.25
C -3.8220 0.4244 1.2511 0.1 0.0 0.1 -1.30
C -3.2292 2.5783 -0.4147 0.2 0.0 0.1 -1.35
C 2.2397 -0.6340 -1.4445 -1.5 -0.4 -0.3 -1.14
C 3.3910 -0.3562 1.0804 -0.7 -0.1 0.8 -1.35
C 3.3006 1.8426 -0.6888 -0.7 0.4 0.1 -1.31
H -0.0406 -4.8742 -6.3078 -0.2 -0.1 0.5 0.41
H -0.1604 -5.5304 -3.7585 0.3 0.6 -0.3 0.36
H 0.7769 4.4037 1.7456 0.0 -0.3 0.0 0.53
H -0.3005 3.8523 0.4233 0.2 0.0 0.0 0.28
H 1.4727 3.8805 0.1798 -0.2 0.2 0.1 0.35
H -0.5038 2.7500 3.4988 0.4 -0.1 -0.4 0.65
H -0.9022 1.0561 3.0906 -0.1 0.3 -0.1 0.08
H -1.5993 2.3954 2.1240 0.5 -0.2 0.1 0.21
H 1.7501 3.1430 3.4335 0.0 -0.2 -0.2 0.58
H 3.0478 2.4890 2.3860 -0.2 0.0 0.2 0.40
H 2.1590 1.4021 3.5091 0.0 0.3 -0.1 0.36
H -4.3742 0.1835 -1.4577 0.3 -0.1 -0.1 0.47
H -3.0828 -1.0565 -1.3342 -0.2 0.2 -0.1 0.34
H -2.8349 0.3684 -2.3861 -0.3 -0.1 0.2 0.33
H -4.8064 0.7598 0.8999 0.2 -0.2 0.2 0.50
H -3.5983 0.8922 2.2178 -0.2 -0.1 -0.2 0.34
H -3.8271 -0.6651 1.3798 -0.1 0.2 0.0 0.40
H -4.3211 2.5014 -0.4867 0.2 0.2 0.0 0.51
H -2.8129 2.9261 -1.3695 -0.2 0.0 0.3 0.32
H -2.9685 3.2903 0.3785 -0.2 0.0 -0.2 0.36
H 3.2873 -0.8609 -1.7082 -0.2 0.4 0.6 0.57
H 1.7509 -0.1868 -2.3246 0.2 -0.1 0.4 0.17
H 1.7291 -1.5785 -1.1972 0.2 0.3 0.0 0.49
H 4.2713 -0.6399 0.4865 -0.3 0.2 0.0 0.54
H 2.9018 -1.2557 1.4727 0.2 0.1 0.0 0.34
H 3.7093 0.2650 1.9249 0.0 -0.1 -0.2 0.44
H 4.2459 1.3768 -0.9961 -0.3 0.0 0.1 0.53
H 3.5161 2.6195 0.0532 0.0 -0.2 -0.2 0.43
H 2.8123 2.2996 -1.5578 0.1 -0.1 0.2 0.26
C 0.1587 1.0572 -3.8446 0.7 0.0 -0.1 0.02
C -0.3839 -0.1823 -4.2098 -0.1 0.2 0.4 -0.15
C -0.1250 -0.7012 -5.4756 0.3 0.2 -0.4 -0.93
C 0.7466 -0.0394 -6.3573 -0.1 -0.1 0.2 -0.56
C 1.3818 1.1355 -5.9425 0.1 0.0 -0.3 -0.64
C 1.0776 1.6987 -4.7006 -0.4 -0.1 0.4 -0.41
Se -0.3079 1.8409 -2.1060 0.6 -0.9 -0.7 -0.03
H -0.1668 0.5198 -1.4165 -0.3 0.6 -0.3 -0.04
H -1.0064 -0.7356 -3.4954 0.0 0.3 -0.4 0.35
H -0.6364 -1.6080 -5.8033 0.0 0.4 0.0 0.96
H 0.9119 -0.4418 -7.3612 0.0 0.2 0.4 0.46
H 2.1068 1.6243 -6.6114 -0.5 -0.2 0.4 0.43
H 1.5451 2.6373 -4.3830 -0.2 -0.4 -0.2 0.43
N -0.3748 -2.4196 7.5106 -0.2 0.2 -0.7 -0.35
C -1.1401 -2.6944 6.4018 -0.7 -0.7 1.5 0.28
O -2.1671 -3.3558 6.4659 1.0 0.7 -0.5 -0.56
C -0.6169 -2.1572 5.1068 0.2 0.1 -0.9 0.78
C 0.6861 -1.6697 4.9530 0.0 0.4 -0.5 -1.05
C 1.0545 -1.1059 3.7242 -0.5 -0.3 0.4 -0.31
N 0.2298 -1.0271 2.6691 0.3 -0.2 -0.1 -0.05
C -0.9861 -1.5942 2.7819 0.1 -0.1 0.6 -0.62
C -1.4481 -2.1684 3.9746 0.4 0.4 -0.3 -0.47
H -0.7599 -2.6625 8.4098 -0.1 -0.1 0.0 0.27
H 0.2916 -1.6619 7.5062 -0.1 -0.2 0.0 0.18
H 1.4295 -1.6923 5.7465 -0.2 -0.1 -0.1 0.40
H 2.0591 -0.6927 3.5975 -0.3 -0.2 0.1 0.45
H -1.6279 -1.5843 1.8953 0.3 0.1 0.3 0.48
H -2.4467 -2.5965 4.0121 0.2 0.0 0.2 0.51
```
Forces are in eV/Å.

The calculation puts the HOMO energy at -0.5810 Eh. The calculation puts the electronic energy at -4683.875828 Ha. The calculation puts the gap between HOMO and LUMO at 4.72 eV. Its charge is +3.